The following is a quantum chemistry calculation of a cluster of 11 separate species, C41H114N12O11 in total at a distorted geometry, from OMol25.

Results
Charge: 0
Gap between HOMO and LUMO (Eh): 0.32638
Energy relative to the best compared isomer or geometry (same formula, charge and spin) (eV): 6.3571
Max |F| (eV/Å): 7.26
SMILES: COC[C@H](C)N.COC[C@H](C)N.COC[C@H](C)N.COC[C@H](C)N.COC[C@H](C)N.COC[C@H](C)N.COC[C@H](C)N.COC[C@H](C)N.COC[C@H](C)N.COC[C@H](C)N.NC(N)=O
E_LUMO (eV): 0.2
E_HOMO (eV): -8.66

XYZ file:
```
178
C41H114N12O11 | OMol25 | wB97M-V/def2-TZVPD
C -1.0304 7.3983 9.5798
O -0.2663 8.0230 8.8841
N -0.8829 7.1780 10.8183
N -2.1155 6.8546 9.1222
H -0.1528 7.7047 11.2761
H -1.5260 6.6779 11.4153
H -2.5558 6.3184 9.8562
H -2.3597 6.9916 8.1518
C -0.7069 0.7696 -1.5416
C -1.1173 0.0422 -0.2408
C -1.1277 0.8330 0.9925
O 0.1513 1.3801 0.9717
C 0.3600 2.0019 2.2524
N -2.4186 -0.5427 -0.5266
H -1.2619 1.6955 -1.6923
H -0.7155 0.1947 -2.4676
H 0.3284 1.0557 -1.3563
H -0.4641 -0.8300 -0.2148
H -1.3114 0.0967 1.7749
H -1.8703 1.6307 0.9770
H 0.2210 1.3258 3.0960
H -0.2399 2.8999 2.4000
H 1.3884 2.3410 2.3776
H -3.0799 0.0998 -0.9387
H -2.9476 -1.0187 0.1902
C -4.9122 -6.8370 -5.0331
C -3.8501 -6.6105 -6.1722
C -4.3586 -5.7027 -7.3451
O -3.5022 -5.8046 -8.4526
C -3.4392 -4.6304 -9.2401
N -2.6898 -6.0158 -5.6487
H -5.9418 -6.6287 -5.3238
H -4.6888 -6.2887 -4.1179
H -4.9060 -7.9106 -4.8444
H -3.6302 -7.5539 -6.6720
H -4.5641 -4.7057 -6.9555
H -5.3209 -6.0917 -7.6779
H -2.9662 -3.8928 -8.5919
H -4.3491 -4.1845 -9.6419
H -2.7698 -4.7879 -10.0858
H -2.2660 -5.4398 -6.3619
H -2.9034 -5.4663 -4.8287
C 2.6837 7.7444 -4.2561
C 2.7899 6.5998 -3.2272
C 4.1456 5.9711 -3.1248
O 4.4588 5.4341 -4.4178
C 5.8934 5.1695 -4.5595
N 2.3162 7.1242 -1.9684
H 2.9000 7.4058 -5.2693
H 3.2533 8.6441 -4.0233
H 1.6262 8.0086 -4.2539
H 2.1544 5.7616 -3.5128
H 4.2230 5.2125 -2.3459
H 4.9148 6.7021 -2.8756
H 5.9837 4.4965 -5.4122
H 6.2944 4.6494 -3.6896
H 6.5200 6.0510 -4.6961
H 2.9107 7.7656 -1.4631
H 2.3603 6.3685 -1.2997
C 6.2190 3.5598 9.3746
C 7.6482 3.4731 9.9917
C 8.4147 4.8313 9.9819
O 8.6164 5.1614 8.5281
C 9.9352 4.8896 8.0224
N 7.6084 2.9045 11.3298
H 6.1062 3.3343 8.3142
H 5.7105 4.4426 9.7621
H 5.5625 2.7916 9.7832
H 8.2104 2.8059 9.3383
H 9.3085 4.7882 10.6042
H 7.7266 5.4942 10.5065
H 10.5769 4.1161 8.4444
H 10.5525 5.7587 8.2501
H 9.8050 4.6770 6.9613
H 8.5804 2.7880 11.5781
H 7.2154 1.9758 11.2742
C 10.9103 -1.3107 4.4459
C 9.7639 -1.7258 5.3718
C 8.4020 -1.6006 4.6804
O 7.3185 -1.7416 5.6546
C 6.0819 -2.1848 5.0512
N 10.1043 -3.1020 5.7897
H 11.8862 -1.4437 4.9130
H 10.9216 -0.2349 4.2706
H 10.9379 -1.9744 3.5817
H 9.8277 -0.9827 6.1668
H 8.4330 -2.4265 3.9698
H 8.2755 -0.6276 4.2057
H 5.3526 -2.0892 5.8557
H 6.0218 -3.2217 4.7205
H 5.8755 -1.5391 4.1977
H 9.2796 -3.4844 6.2299
H 10.2415 -3.7516 5.0286
C -10.4630 -2.6693 -4.9959
C -11.5042 -3.0041 -6.0785
C -11.9236 -4.4462 -6.1070
O -10.8952 -5.3141 -6.5370
C -11.2901 -6.6446 -6.4679
N -12.6307 -2.1520 -5.7344
H -10.2301 -1.6074 -5.0745
H -9.5181 -3.1039 -5.3221
H -10.8285 -2.9348 -4.0039
H -11.2252 -2.6751 -7.0795
H -12.8197 -4.6384 -6.6970
H -12.2199 -4.6250 -5.0734
H -11.5141 -7.0302 -5.4733
H -10.5063 -7.2643 -6.9036
H -12.0580 -6.9993 -7.1554
H -13.3237 -2.3042 -6.4533
H -13.0355 -2.3945 -4.8415
C 6.0152 -2.7423 -3.0021
C 7.2827 -3.4844 -3.5906
C 8.5223 -3.1435 -2.7796
O 9.5899 -3.5662 -3.5483
C 10.8407 -3.2921 -2.8606
N 7.1913 -4.9359 -3.6044
H 5.8280 -3.0434 -1.9714
H 5.1287 -2.8619 -3.6249
H 6.1050 -1.6566 -2.9650
H 7.3512 -3.0777 -4.5996
H 8.4539 -3.4567 -1.7378
H 8.6300 -2.0610 -2.7099
H 11.6286 -3.6563 -3.5199
H 10.8820 -3.9346 -1.9811
H 11.0359 -2.2758 -2.5182
H 8.0969 -5.1958 -3.9684
H 6.6649 -5.2144 -4.4201
C -1.1217 -7.0031 2.3729
C -1.1236 -7.5520 3.7495
C -2.4859 -8.1946 4.2081
O -3.7078 -7.4520 4.2820
C -3.7667 -6.3389 5.1190
N -0.1108 -8.4962 3.9120
H -0.1848 -6.4799 2.1816
H -1.9103 -6.2843 2.1504
H -1.2705 -7.8183 1.6649
H -0.7717 -6.7208 4.3606
H -2.2996 -8.6479 5.1817
H -2.6474 -9.0352 3.5333
H -4.7558 -5.8839 5.1722
H -3.1027 -5.5515 4.7623
H -3.4664 -6.5649 6.1421
H -0.1216 -8.9251 4.8264
H -0.3641 -9.2986 3.3532
C -7.2712 3.2336 5.4505
C -6.8966 1.8927 6.0517
C -5.5147 2.0063 6.7158
O -5.0913 0.6977 7.2086
C -3.7778 0.6542 7.8922
N -7.9811 1.4996 6.9478
H -6.6028 3.4910 4.6289
H -7.3391 4.1360 6.0581
H -8.2204 3.1954 4.9161
H -6.8514 1.1506 5.2546
H -5.5018 2.7206 7.5390
H -4.7349 2.4335 6.0853
H -3.6662 1.3318 8.7386
H -3.0174 0.8598 7.1388
H -3.6410 -0.3702 8.2387
H -8.0671 2.0809 7.7692
H -7.7863 0.6049 7.3741
C -2.9764 7.9072 -10.1975
C -3.3879 6.9159 -11.3192
C -4.4704 5.9479 -10.8052
O -3.8377 4.9853 -9.9552
C -4.6360 3.8132 -9.7045
N -3.9140 7.7152 -12.3509
H -2.6706 7.4073 -9.2785
H -3.7596 8.5844 -9.8567
H -2.1830 8.5929 -10.4946
H -2.4566 6.4253 -11.6021
H -4.7924 5.4474 -11.7184
H -5.3195 6.4289 -10.3198
H -5.6661 4.0218 -9.4154
H -4.3173 3.1209 -8.9252
H -4.7314 3.2367 -10.6246
H -4.4167 7.2483 -13.0921
H -4.6525 8.2061 -11.8673
```